1.
Molecular formula: C8H17BBr12NO7P3
Method: DFT, wB97M-V/def2-TZVPD

Results
HOMO in eV: -9.3
Total energy in eV: -893449.6035
M in g/mol: 1301.81
Orbital gap in Ha: 0.324
LUMO level in Eh: -0.016
Net charge: 0

```
49
Properties=species:S:1:pos:R:3:forces:R:3
C -1.399343 2.887729 0.615285 0.22 -0.41 0.21
C -2.902867 2.844526 0.981403 0.01 0.02 0.14
B -3.840239 2.495179 -0.222014 0.33 0.64 0.04
O -4.613731 3.460542 -0.781618 -0.36 -0.46 -0.33
N -4.010077 1.088741 -0.805444 0.50 -0.40 0.78
P -5.479315 0.308099 -0.133852 -0.66 -1.34 -1.34
P -6.891687 1.966810 0.085552 -0.10 1.09 1.67
O -6.467243 3.039538 1.004017 0.13 0.26 0.09
O -7.287682 2.447370 -1.351980 -0.28 -0.33 -0.23
O -8.223860 1.274176 0.632176 0.47 -0.56 -0.68
C -4.145016 1.051696 -2.410608 -0.15 0.16 -3.46
O -4.720654 0.048231 -2.801336 -0.07 -0.11 0.90
O -3.614415 1.988818 -2.983506 -0.03 -0.10 1.51
P -2.589675 -0.032111 -0.411323 0.70 0.06 2.01
C -3.291690 -1.713995 -0.425879 -0.28 0.02 -0.94
O -1.682828 0.054929 -1.739329 -0.58 -0.16 -0.53
H -0.840917 2.161290 1.201583 -0.01 -0.13 0.02
H -1.194607 2.652192 -0.428113 -0.04 0.15 -0.14
H -0.955554 3.851531 0.843751 -0.09 0.19 -0.13
H -3.181694 3.836744 1.333060 -0.19 0.07 -0.02
H -3.084719 2.186581 1.831803 0.13 -0.19 0.00
H -5.059851 3.936244 -0.061470 0.23 0.30 0.06
H -5.151291 -0.056561 1.196110 0.24 0.95 0.22
H -6.780236 3.234539 -1.598516 0.17 -0.06 -0.15
H -7.981186 0.507088 1.166141 -0.40 -0.06 0.16
H -3.984881 -1.905918 -1.243987 -0.14 0.01 0.00
H -3.728705 -1.954852 0.537848 -0.10 0.06 0.10
H -2.444763 -2.385739 -0.573828 0.24 0.13 0.08
H -0.755622 -0.058942 -1.493312 0.15 0.20 -0.06
C 1.515773 -2.207222 -3.035673 -0.03 -0.10 -0.10
Br -0.325800 -2.685958 -3.292013 0.08 0.00 0.02
Br 1.744629 -1.012425 -1.533272 -0.13 -0.05 0.08
Br 2.651286 -3.749361 -2.874258 0.00 0.06 0.05
H 1.833024 -1.666422 -3.915410 0.01 0.04 0.01
C 5.532841 -0.352082 -1.267175 -0.04 -0.07 0.01
Br 4.736545 1.046242 -2.320314 0.12 0.06 -0.02
Br 6.936677 -1.256652 -2.222142 -0.02 0.01 0.02
Br 6.137659 0.291357 0.439972 0.03 0.00 0.02
H 4.758498 -1.082292 -1.076101 -0.02 -0.01 -0.02
C 9.382172 -0.172776 3.440855 0.04 -0.03 -0.04
Br 7.742420 -0.419527 4.419791 0.00 0.00 -0.05
Br 9.666122 -1.587756 2.171474 0.01 0.10 0.00
Br 9.458276 1.559747 2.606987 -0.04 -0.03 0.00
H 10.190719 -0.217919 4.154871 0.00 0.01 0.03
C 6.781831 -5.126692 2.555804 -0.01 -0.01 0.01
Br 8.496679 -5.022937 3.421978 -0.05 -0.05 -0.02
Br 6.538351 -3.695892 1.294857 0.00 0.02 -0.03
Br 6.495492 -6.848300 1.744554 0.02 0.03 0.00
H 6.031155 -5.007610 3.322600 -0.01 0.00 0.01
```
Forces are in eV/Å.

natural (NBO) charges, unit e, in atom order: -0.5982, -0.8524, 1.2558, -0.9457, -1.1585, 0.3998, 2.1090, -1.1252, -0.9725, -0.9511, 0.8807, -0.6839, -0.6439, 1.2931, -1.0360, -0.9794, 0.2150, 0.2102, 0.2181, 0.2357, 0.2444, 0.5351, -0.0040, 0.5394, 0.5036, 0.2764, 0.2404, 0.2628, 0.5175, -0.5006, 0.1172, 0.0644, 0.1046, 0.2306, -0.5101, 0.0911, 0.0951, 0.0979, 0.2229, -0.5024, 0.0860, 0.1017, 0.0930, 0.2245, -0.5012, 0.0936, 0.0908, 0.0905, 0.2240

2.
Molecular formula: C8H11NO2S4SbTc
Method: DFT, wB97M-V/def2-TZVPD

Results
HOMO (spin up / spin down) in eV: -4.1 / -4.2
Spin multiplicity: 4
Total energy in eV: -66140.1573
M in g/mol: 501.21
Orbital gap (spin up / spin down) in Ha: 0.250 / 0.184
⟨S²⟩: 3.78
LUMO level (spin up / spin down) in Eh: 0.101 / 0.030
Net charge: -1
ΔE to the lowest compared entry with this formula, charge and spin in eV: 1.142

```
28
Properties=species:S:1:pos:R:3:forces:R:3
Tc -0.015031 -0.838721 -0.441129 0.14 -0.89 -0.41
C 0.376632 -1.101473 -2.824266 0.09 0.15 0.05
C 0.278192 -2.377063 -2.215333 0.11 -0.04 -0.06
C 1.349124 -2.500885 -1.293126 -0.01 -0.17 0.02
C 2.081796 -1.290962 -1.307058 -0.02 -0.09 0.14
C 1.474643 -0.427927 -2.266755 -0.02 0.44 -0.23
H -0.268239 -0.722735 -3.601442 -0.14 0.09 0.15
H -0.393186 -3.165859 -2.513188 -0.19 0.07 0.23
H 1.622648 -3.401704 -0.767159 -0.15 0.10 0.22
H 3.026428 -1.122996 -0.814679 -0.15 0.09 0.26
H 1.846934 0.538906 -2.567803 -0.07 0.04 0.03
N 0.409108 0.914626 0.713486 0.89 -0.16 0.62
C -0.728495 1.766478 1.102208 -0.38 0.23 -0.16
C -1.465812 2.270362 -0.128658 -0.06 -0.44 0.04
C -2.259294 1.180647 -0.875800 0.08 0.71 -0.14
O -3.218410 1.511677 -1.553246 0.08 -0.14 0.09
O -1.840731 -0.035173 -0.751057 -0.05 -0.57 0.12
H 0.959696 0.661139 1.562986 -0.32 -0.08 -0.22
H 1.042670 1.488031 0.159544 -0.01 -0.03 0.03
H -0.369595 2.609100 1.701141 0.05 -0.08 -0.01
H -1.399594 1.176451 1.725190 0.12 -0.03 0.02
H -0.757921 2.698192 -0.848021 -0.03 0.09 0.00
H -2.174956 3.049322 0.147314 0.04 0.03 -0.05
S 2.321793 -0.277878 3.462524 -0.54 -0.01 -0.01
Sb 0.356769 -0.735376 4.666705 0.09 -0.28 -0.76
S -0.523080 -2.180806 1.438483 0.46 0.11 -1.24
S -1.492933 -1.143742 2.864465 0.16 0.52 1.19
S -0.239157 1.458368 5.224674 -0.16 0.34 0.08
```
Forces are in eV/Å.

natural (NBO) charges, unit e, in atom order: 0.7994, -0.2366, -0.3077, -0.2576, -0.3207, -0.3235, 0.2429, 0.2443, 0.2509, 0.2507, 0.2339, -0.7690, -0.2362, -0.5311, 0.8013, -0.6525, -0.7046, 0.4514, 0.3737, 0.1952, 0.2478, 0.2043, 0.2353, -0.9176, 0.8409, -0.2287, -0.4158, -0.4706

3.
Molecular formula: C10H8O
Method: DFT, wB97M-V/def2-TZVPD

Results
HOMO in eV: -8.5
Total energy in eV: -12543.8923
M in g/mol: 144.17
Orbital gap in Ha: 0.350
SMILES: c1ccc(-c2ccco2)cc1
LUMO level in Eh: 0.037
Net charge: 0
ΔE to the lowest compared entry with this formula, charge and spin in eV: 3.497

```
19
Properties=species:S:1:pos:R:3:forces:R:3
C 3.090693 -0.093342 -0.028715 -1.46 0.36 -0.65
C 2.420995 1.118540 -0.348369 -1.66 -6.14 1.95
C 1.026887 1.099058 -0.324643 2.84 -5.40 1.59
C 0.291170 -0.099631 -0.019193 -0.48 4.24 -0.15
C -1.180901 0.044620 0.078333 4.71 -6.27 -3.35
C -1.974684 0.875955 0.558643 -3.72 6.48 4.07
C -3.329634 0.522162 0.276545 2.65 -3.37 -2.22
C -3.209471 -0.625680 -0.462266 -0.38 -2.52 0.24
O -1.847228 -0.998398 -0.539220 -2.07 0.70 -0.17
C 0.982430 -1.226183 0.276194 1.20 5.25 -1.57
C 2.306966 -1.212081 0.279536 5.20 -1.51 -0.02
H 4.144321 -0.207105 -0.204596 0.35 0.08 0.36
H 2.985370 1.859748 -0.671297 2.07 3.78 -1.33
H 0.770081 1.968428 -0.650616 -3.49 5.02 -1.70
H -1.645614 1.702618 1.209980 -0.32 -0.33 -0.67
H -4.237276 0.941773 0.301747 -2.90 2.05 0.95
H -4.008223 -1.472359 -0.799972 2.31 2.52 0.67
H 0.552787 -1.998963 0.584040 -3.96 -6.55 2.22
H 2.861323 -2.199164 0.483870 -0.89 1.61 -0.21
```
Forces are in eV/Å.

natural (NBO) charges, unit e, in atom order: -0.2006, -0.1880, -0.1900, -0.0414, 0.2567, -0.2885, -0.3155, 0.0956, -0.4354, -0.1957, -0.1882, 0.2099, 0.1973, 0.2017, 0.2308, 0.2241, 0.2191, 0.2016, 0.2065

4.
Molecular formula: C4H11NOP
Method: DFT, wB97M-V/def2-TZVPD

Results
HOMO (spin up / spin down) in eV: -13.3 / -12.3
Total energy in eV: -17139.6336
M in g/mol: 120.11
Orbital gap (spin up / spin down) in Ha: 0.340 / 0.286
LUMO level (spin up / spin down) in Eh: -0.148 / -0.168
Net charge: +1
ΔE to the lowest compared entry with this formula, charge and spin in eV: 5.805

```
18
Properties=species:S:1:pos:R:3:forces:R:3
C -1.865154 -2.162247 0.817158 3.93 0.30 -0.21
C 0.617158 1.698102 -0.978446 -1.07 2.19 2.53
C -0.237778 0.102384 0.620622 -1.30 0.36 -0.31
C -0.345072 0.548890 -0.794524 -2.48 2.06 0.37
N 1.105357 -0.426114 0.864410 -1.30 -0.17 0.99
O -0.216528 -0.500893 -1.672267 1.09 -1.40 0.88
P -0.433425 -2.891310 0.681444 -2.84 -2.62 -0.52
H -2.748191 -1.731629 1.064218 -2.48 1.12 0.37
H 0.433914 2.181524 -1.861477 -0.46 0.89 -2.71
H 1.626849 1.452271 -0.992539 2.02 -0.51 0.20
H 0.431657 2.623822 -0.258561 0.39 -2.27 -0.87
H -0.648028 0.849970 1.319496 0.56 -0.80 0.02
H -1.337063 1.064708 -0.968943 0.56 -0.81 0.63
H 0.980246 -1.505666 0.804605 0.73 0.83 0.63
H 1.399433 -0.033825 1.789322 0.53 -0.92 -1.13
H 1.657247 -0.182127 0.044960 0.76 0.21 0.33
H -0.439064 -0.230906 -2.540365 -0.25 0.40 -1.45
H -1.209275 -4.226094 0.491234 1.62 1.14 0.24
```
Forces are in eV/Å.

natural (NBO) charges, unit e, in atom order: -0.4513, -0.6491, 0.0008, -0.0063, -0.7704, -0.7137, 0.3938, 0.1938, 0.2416, 0.1954, 0.2396, 0.2296, 0.2000, 0.4125, 0.4630, 0.4464, 0.4961, 0.0783